[1]
Here is a 2-piece molecular cluster, C19H17N2O4 overall at a distorted geometry from the OMol25 dataset. Energies are from the ωB97M-V functional and the def2-TZVPD basis.

Computed properties:
**Total charge**: -1
**E_LUMO**: 1.88 eV

Last column: Löwdin charge in e.
Cartesian coordinates (Å):
C: 4.7119 2.2341 0.5274  -0.083
C: 3.9573 1.0187 0.9738  -0.247
O: 2.7235 0.9646 0.2226  -0.058
C: 2.0849 -0.2444 0.3476  -0.511
C: 0.9414 -0.3198 -0.5369  -0.053
C: 0.2573 -1.5171 -0.8032  -0.228
C: 0.2934 -2.6123 0.1210  -0.021
C: -0.4176 -3.7746 -0.1263  -0.052
C: -1.1534 -3.9244 -1.3140  -0.285
C: -1.8721 -5.1344 -1.5854  -0.225
N: -2.4487 -6.1264 -1.8287  0.093
C: -1.1668 -2.8812 -2.2568  -0.068
C: -0.5118 -1.6907 -2.0034  -0.044
O: 2.4843 -1.1116 1.1280  0.021
H: 5.3674 2.5753 1.3281  0.073
H: 5.3347 1.9666 -0.3317  0.069
H: 4.0394 3.0435 0.2413  0.072
H: 4.5167 0.1012 0.7743  0.119
H: 3.7153 1.0577 2.0415  0.110
H: 0.7947 0.5160 -1.2151  0.105
H: 0.9181 -2.5019 1.0077  0.097
H: -0.3963 -4.5879 0.6049  0.110
H: -1.7189 -3.0163 -3.1898  0.108
H: -0.5411 -0.8677 -2.7253  0.104
C: -0.5533 1.1074 1.0960  -0.013
C: 0.3367 2.1553 1.1587  -0.064
N: 1.2672 2.1814 2.1897  -0.380
O: 2.1347 3.0947 2.2753  -0.005
O: 1.2207 1.2256 3.0098  0.007
C: -1.8286 1.1626 0.4104  -0.207
C: -2.8689 0.2665 0.7730  -0.021
C: -4.1268 0.3789 0.1970  -0.087
C: -4.3612 1.3454 -0.7971  -0.097
C: -3.3236 2.1913 -1.2168  -0.090
C: -2.0669 2.1160 -0.6092  -0.027
H: -0.4265 0.2866 1.8048  0.131
H: 0.3547 2.9711 0.4350  0.126
H: -2.6500 -0.4949 1.5252  0.118
H: -4.9306 -0.2869 0.5223  0.102
H: -5.3537 1.4367 -1.2450  0.095
H: -3.4875 2.9221 -2.0123  0.098
H: -1.2502 2.7730 -0.9184  0.106

***

[2]
Here is one molecule with the formula C6H12O from the OMol25 dataset. Energies are from the ωB97M-V functional and the def2-TZVPD basis.

Computed properties:
**Total charge**: 0
**E_LUMO**: 1.05 eV
**Relative energy (zero: lowest compared OMol25 entry of this formula, charge and spin)**: 143.28 kJ/mol
**SMILES**: COCC1(C)CC1

Last column: Löwdin charge in e.
Cartesian coordinates (Å):
C: -0.4631 0.3324 2.7858  -0.122
O: -0.4508 -0.2659 1.5181  -0.177
C: 0.3872 0.4145 0.6111  -0.200
C: 0.1807 -0.1518 -0.7729  -0.479
C: 0.8158 -1.5025 -1.0251  -0.034
C: -1.1422 0.1612 -1.4080  -0.088
C: 0.1060 0.8361 -1.9065  -0.092
H: -0.7621 1.3919 2.7250  0.088
H: 0.5212 0.2810 3.2784  0.089
H: -1.1944 -0.2064 3.3933  0.089
H: 0.1436 1.4915 0.6163  0.127
H: 1.4446 0.3161 0.9182  0.136
H: 0.5156 -2.2194 -0.2532  0.084
H: 1.9110 -1.4283 -1.0188  0.083
H: 0.5124 -1.9031 -1.9994  0.083
H: -1.8538 0.7427 -0.8284  0.106
H: -1.5952 -0.6038 -2.0327  0.104
H: 0.2479 1.8908 -1.6804  0.099
H: 0.5030 0.5302 -2.8718  0.103

***

[3]
Here is one molecule with the formula C3H8O at a distorted geometry from the OMol25 dataset. Energies are from the ωB97M-V functional and the def2-TZVPD basis.

Computed properties:
**Total charge**: 0
**E_LUMO**: 1.05 eV
**Relative energy (zero: lowest compared OMol25 entry of this formula, charge and spin)**: 44.56 kJ/mol
**SMILES**: CCCO

Last column: Löwdin charge in e.
Cartesian coordinates (Å):
C: -1.3083 -0.5850 0.1217  -0.120
C: -0.3401 0.5673 -0.3048  -0.245
C: 1.0181 0.4335 0.3710  -0.286
H: -0.9077 -1.5605 -0.2670  0.077
H: -1.3406 -0.7349 1.2184  0.067
H: -2.3802 -0.3938 -0.1805  0.078
H: -0.2416 0.4844 -1.4595  0.132
H: -0.7327 1.5218 -0.0599  0.080
H: 0.9011 0.3057 1.4318  0.107
H: 1.6791 1.2767 0.2046  0.106
H: 1.9651 -0.5469 -1.0093  0.113
O: 1.6877 -0.7684 -0.0665  -0.110

***

[4]
Here is one molecule with the formula C4H5NO2 from the OMol25 dataset. Energies are from the ωB97M-V functional and the def2-TZVPD basis.

Computed properties:
**Total charge**: 0
**E_LUMO**: 0.08 eV
**Relative energy (zero: lowest compared OMol25 entry of this formula, charge and spin)**: 206.29 kJ/mol
**SMILES**: C=NC(C=O)C=O

Last column: Löwdin charge in e.
Cartesian coordinates (Å):
O: -0.6095 -1.1630 -2.2722  0.088
C: -0.0471 -0.7492 -1.2960  -0.214
C: -0.6723 0.2518 -0.3163  -0.297
C: 0.2026 -0.7901 1.6054  -0.030
N: -0.8319 -0.4002 0.9806  0.034
C: 0.2225 1.4855 -0.2796  -0.195
O: 1.3592 1.4512 0.1269  0.059
H: 0.9731 -1.0834 -1.0119  0.135
H: -1.6619 0.5160 -0.6991  0.138
H: 1.2347 -0.6442 1.2769  0.076
H: 0.0480 -1.2960 2.5589  0.076
H: -0.2175 2.4215 -0.6737  0.130

***

- What is the total charge in the second record?
  0